C2H2FNO as an isolated structure, computed with the ωB97M-V functional and the def2-TZVPD basis.

Atoms and positions in Å:
F1 -2.4956 -0.1652 0.2984
O1 -1.1148 -0.6197 -0.3798
C1 -0.0317 -0.2489 0.2195
C2 0.9690 0.5575 -0.4801
H1 0.6150 -1.2689 1.1989
H2 1.7354 0.5347 -1.2326
N1 0.3227 1.2105 0.3757

Values from the calculation:
energy above the lowest of the compared OMol25 structures with the same formula, charge and spin	687.39	kJ/mol
Kohn-Sham gap (spin up / spin down)	9.25 / 9.25	eV
E_HOMO (spin up / spin down)	-10.75 / -10.75	eV
net charge	0
M	75.04	g/mol
E_tot	-306.98526	Ha
lowest unoccupied orbital energy (spin up / spin down)	-1.5 / -1.5	eV

natural (NBO) atomic charge list, values in e, 2 entries: -0.2117 -0.1754